{
  "formula": "C6H13ClSi",
  "method": "ωB97M-V/def2-TZVPD",
  "fmax_ev_per_a": 3.8,
  "smiles": "C=C[Si@@](C)(Cl)C(C)C",
  "molar_mass_g_mol": 148.71,
  "total_energy_ev": -26833.628,
  "orbital_gap_ev": 10.47,
  "homo_ev": -9.56,
  "elements": ["C", "C", "Si", "C", "Cl", "C", "C", "C", "H", "H", "H", "H", "H", "H", "H", "H", "H", "H", "H", "H", "H"],
  "positions_angstrom": [[3.22, 1.33, 0.66], [2.00, 1.51, 0.22], [0.61, -0.22, -0.25], [0.19, 0.00, -2.10], [1.80, -1.85, 0.02], [-0.95, -0.45, 0.84], [-1.58, -1.83, 0.58], [-2.00, 0.63, 0.61], [3.88, 2.16, 0.87], [3.63, 0.35, 0.82], [1.57, 2.49, 0.07], [-0.46, -0.79, -2.46], [-0.29, 0.95, -2.28], [1.10, -0.03, -2.70], [-0.66, -0.42, 1.89], [-1.90, -1.92, -0.46], [-0.88, -2.63, 0.80], [-2.46, -1.96, 1.21], [-1.61, 1.62, 0.83], [-2.87, 0.46, 1.25], [-2.34, 0.62, -0.42]]
}